23
Properties=species:S:1:pos:R:3:lowdin_charge:R:1 method="wB97M-V/def2-TZVPD" multiplicity=2 homo_lumo_gap_ev="2.53 / 8.49" de_lowest_kj_mol=115.1 charge=-1 s_squared=0.75
C -0.857 1.535 -0.410 -0.315
N 0.234 0.583 -0.199 -0.193
C 0.812 -0.272 -1.218 -0.250
C 1.891 -0.919 -0.350 -0.204
C 1.239 -1.232 0.990 -0.147
C 0.000 -0.312 0.954 -0.398
C -0.416 0.414 2.242 -0.091
H -1.801 1.211 0.009 0.018
H -0.451 2.531 -0.191 0.042
H -1.100 1.706 -1.461 0.018
H 1.265 0.322 -2.008 0.101
H 0.167 -1.036 -1.663 0.085
H 2.360 -1.789 -0.818 0.095
H 2.706 -0.198 -0.253 0.100
H 1.891 -1.072 1.843 0.096
H 0.874 -2.258 1.014 0.097
H -0.927 -0.865 0.712 0.097
H -1.355 0.114 2.689 0.050
H 0.409 0.342 2.956 0.059
H -0.464 1.491 2.065 0.054
H -1.790 -0.541 -1.757 -0.050
H -2.556 0.548 -2.528 -0.052
O -2.129 -0.305 -2.619 -0.214

=====

59
Properties=species:S:1:pos:R:3:lowdin_charge:R:1 method="wB97M-V/def2-TZVPD" homo_lumo_gap_ev=4.66 de_lowest_kj_mol=19.7 charge=-2
Be -1.212 -0.662 0.836 -0.224
C -5.151 -2.243 2.934 -0.137
N -3.787 -2.347 2.456 0.017
C -2.896 -1.381 2.632 -0.560
N -3.204 -0.339 3.446 0.198
O -1.728 -1.478 2.133 -0.033
H -5.687 -3.114 2.566 0.044
H -5.646 -1.362 2.512 0.022
H -5.170 -2.218 4.026 0.076
H -3.669 -2.928 1.618 -0.007
H -4.172 -0.052 3.374 0.080
H -2.560 0.445 3.338 0.071
N 0.545 -0.678 0.854 -0.285
S 1.245 -0.668 -0.562 1.004
C 2.088 -2.217 -0.863 -0.375
C 1.480 -3.055 -1.787 -0.080
C 2.034 -4.308 -2.019 -0.064
C 3.168 -4.707 -1.331 -0.091
C 3.761 -3.861 -0.398 -0.090
C 3.219 -2.611 -0.159 -0.084
C 2.642 0.444 -0.429 -0.379
C 2.580 1.438 0.538 -0.077
C 3.569 2.411 0.578 -0.082
C 4.601 2.395 -0.347 -0.092
C 4.647 1.404 -1.318 -0.081
C 3.667 0.427 -1.366 -0.078
H 1.145 -0.905 1.639 0.063
H 0.563 -2.740 -2.273 0.051
H 1.561 -4.975 -2.729 0.108
H 3.591 -5.687 -1.512 0.097
H 4.642 -4.182 0.145 0.097
H 3.674 -1.940 0.562 0.113
H 1.753 1.448 1.238 0.109
H 3.516 3.192 1.326 0.106
H 5.361 3.166 -0.325 0.098
H 5.440 1.401 -2.054 0.104
H 3.692 -0.335 -2.134 0.118
F 0.226 1.378 -3.423 0.084
C 0.178 2.263 -2.420 -0.204
C -0.859 2.306 -1.567 0.068
N -0.915 3.233 -0.542 0.030
C -1.979 3.160 0.477 -0.009
C -1.752 1.969 1.424 -0.584
O -1.775 2.127 2.643 0.020
O -1.605 0.890 0.777 -0.096
C 0.064 4.182 -0.381 -0.478
O 0.068 5.046 0.479 0.054
N 1.109 4.090 -1.285 0.208
C 1.292 3.179 -2.318 -0.419
O 2.287 3.217 -3.019 0.062
H -1.682 1.604 -1.642 0.135
H -2.939 3.012 -0.022 0.120
H -1.962 4.096 1.023 0.117
H 1.838 4.775 -1.158 0.157
Se -4.854 -1.220 -3.602 -0.371
Sb -4.312 -1.531 -1.253 -0.345
Se -1.754 -1.546 -1.180 0.145
Se -4.899 -3.744 -0.323 -0.233
Se -5.079 0.336 0.169 -0.219

=====

20
Properties=species:S:1:pos:R:3:lowdin_charge:R:1 method="wB97M-V/def2-TZVPD" homo_lumo_gap_ev=9.64 de_lowest_kj_mol=360.2 smiles=CNN(C)N(C)C charge=0
C -0.379 0.925 1.952 -0.174
N 0.254 0.878 0.749 -0.121
N 0.149 -0.477 0.323 -0.257
C 1.285 -1.180 0.796 -0.089
N -0.264 -0.642 -1.026 -0.222
C 0.408 0.253 -1.923 -0.114
C -1.745 -0.522 -1.126 -0.082
H -1.379 0.457 1.709 0.098
H 0.110 0.379 2.703 0.050
H -0.757 1.965 2.208 0.102
H 1.181 1.297 0.631 0.122
H 1.301 -2.230 0.609 0.076
H 2.206 -0.845 0.278 0.080
H 1.502 -1.000 1.816 0.065
H -0.149 1.146 -2.255 0.083
H 1.390 0.479 -1.479 0.082
H 0.469 -0.303 -2.838 0.069
H -2.237 -1.268 -0.502 0.072
H -2.247 0.401 -0.773 0.079
H -1.868 -0.720 -2.200 0.082

=====

96
Properties=species:S:1:pos:R:3:lowdin_charge:R:1 method="wB97M-V/def2-TZVPD" multiplicity=2 homo_lumo_gap_ev="6.25 / 7.54" charge=+1 s_squared=0.75
Y -24.888 24.669 3.017 1.626
C -22.666 23.492 -1.349 -0.526
F -22.008 24.689 -1.436 0.110
F -22.834 22.940 -2.559 0.120
F -21.905 22.623 -0.611 0.091
S -24.480 23.475 -0.515 0.586
O -25.230 24.461 -1.312 -0.318
O -25.015 22.076 -0.567 -0.307
O -24.334 23.990 0.852 -0.485
C -18.834 21.770 -4.837 -0.196
C -20.057 21.641 -5.523 -0.231
C -20.867 20.659 -4.718 -0.207
O -19.907 19.823 -4.125 -0.120
C -18.592 20.359 -4.186 -0.158
H -18.910 22.509 -4.039 0.111
H -17.991 22.093 -5.447 0.120
H -19.956 21.330 -6.563 0.127
H -20.731 22.494 -5.602 0.108
H -21.529 20.091 -5.372 0.123
H -21.518 21.180 -4.016 0.101
H -18.014 19.755 -4.885 0.117
H -18.057 20.532 -3.253 0.112
C -23.682 25.820 -4.779 -0.169
C -22.168 25.960 -4.651 -0.163
C -21.743 26.084 -6.074 -0.185
O -22.882 26.029 -6.983 -0.132
C -23.930 25.441 -6.226 -0.207
H -24.402 26.501 -4.326 0.113
H -23.956 24.906 -4.252 0.088
H -21.687 25.042 -4.316 0.098
H -22.012 26.765 -3.933 0.093
H -21.146 25.206 -6.321 0.109
H -21.184 26.965 -6.390 0.123
H -23.803 24.367 -6.356 0.116
H -24.888 25.780 -6.620 0.124
C -26.283 20.586 -5.288 -0.136
C -25.783 19.166 -5.544 -0.195
C -25.486 18.672 -4.201 -0.214
O -24.958 19.802 -3.540 -0.119
C -25.233 20.961 -4.212 -0.247
H -27.318 20.636 -4.948 0.110
H -26.170 21.253 -6.142 0.109
H -24.962 19.123 -6.260 0.121
H -26.528 18.563 -6.064 0.118
H -24.903 17.751 -4.211 0.128
H -26.383 18.479 -3.614 0.123
H -24.357 21.457 -4.630 0.109
H -25.672 21.677 -3.518 0.096
O -22.386 24.421 3.044 -0.081
C -21.361 23.761 2.823 -0.391
O -21.348 22.442 2.495 0.021
C -19.981 21.860 2.261 -0.064
C -19.055 23.075 2.286 -0.129
C -19.919 24.150 2.953 -0.076
H -20.001 21.351 1.298 0.127
H -19.835 21.129 3.056 0.132
H -18.735 23.603 1.388 0.119
H -18.153 22.744 2.800 0.122
H -19.715 25.119 2.498 0.122
H -19.591 24.340 3.975 0.139
O -30.349 26.362 -4.307 0.100
C -29.694 25.489 -3.757 -0.478
O -29.635 25.491 -2.444 0.035
C -28.571 24.714 -1.906 -0.157
C -27.770 24.409 -3.125 -0.195
C -28.702 24.440 -4.344 -0.029
H -28.951 23.731 -1.628 0.116
H -28.040 25.289 -1.147 0.133
H -27.303 23.434 -2.979 0.097
H -26.979 25.144 -3.272 0.112
H -29.326 23.554 -4.457 0.124
H -28.187 24.772 -5.246 0.124
O -26.894 23.628 2.087 -0.116
C -27.742 22.843 1.563 -0.296
O -29.117 22.878 2.025 0.011
C -29.884 21.872 1.386 -0.161
C -28.848 20.845 1.131 -0.134
C -27.534 21.603 0.843 -0.074
H -30.221 22.330 0.455 0.131
H -30.713 21.574 2.028 0.144
H -29.181 20.380 0.203 0.125
H -28.610 20.077 1.867 0.131
H -27.530 22.010 -0.168 0.134
H -26.631 21.033 1.059 0.143
O -23.549 26.453 1.859 -0.070
C -23.043 27.165 1.000 -0.444
O -23.715 27.361 -0.106 0.065
C -22.974 27.990 -1.183 -0.093
C -21.859 28.682 -0.351 -0.135
C -21.673 27.795 0.874 -0.034
H -23.465 28.674 -1.874 0.139
H -22.543 27.258 -1.867 0.096
H -22.123 29.732 -0.230 0.121
H -21.044 28.762 -1.070 0.119
H -21.204 28.158 1.788 0.137
H -21.075 26.957 0.516 0.130

=====

39
Properties=species:S:1:pos:R:3:lowdin_charge:R:1 method="wB97M-V/def2-TZVPD" homo_lumo_gap_ev=3.55 de_lowest_kj_mol=24.0 charge=-1
Cl 2.414 1.440 2.563 0.759
C 0.918 2.136 3.036 -0.574
C 0.867 3.366 3.628 -0.603
Cl 2.264 4.272 4.029 0.733
C -0.417 4.049 3.976 -0.431
O -0.462 5.161 4.510 0.040
C -1.628 3.264 3.656 -0.632
Cl -3.098 4.009 4.063 0.747
C -1.586 2.018 3.106 -0.560
Cl -3.046 1.194 2.799 0.805
C -0.295 1.265 2.949 -0.362
O -0.232 0.030 3.001 0.093
C 2.616 -2.986 -0.008 -0.148
C 2.599 -1.821 -0.779 -0.123
C 1.601 -0.870 -0.621 -0.059
C 0.479 -1.162 0.211 -0.237
C -0.745 -0.444 0.165 -0.231
C -1.011 0.451 -1.000 -0.324
O -1.307 1.636 -0.833 0.041
C -0.880 -0.145 -2.404 -0.144
C -0.941 -1.514 -2.691 -0.018
C -0.695 -1.989 -3.989 -0.084
C -0.399 -1.096 -5.028 -0.107
C -0.494 0.279 -4.779 -0.099
C -0.761 0.746 -3.484 -0.032
C -1.880 -0.880 0.850 -0.332
N -2.882 -1.297 1.319 0.063
C 0.588 -2.270 1.087 -0.055
C 1.618 -3.196 0.945 -0.112
H 3.404 -3.723 -0.145 0.078
H 3.403 -1.643 -1.491 0.090
H 1.664 0.094 -1.134 0.112
H -1.120 -2.206 -1.870 0.123
H -0.728 -3.059 -4.183 0.095
H -0.144 -1.468 -6.030 0.096
H -0.352 0.991 -5.594 0.092
H -0.806 1.821 -3.292 0.111
H -0.167 -2.388 1.859 0.098
H 1.644 -4.064 1.605 0.091

=====

16
Properties=species:S:1:pos:R:3:lowdin_charge:R:1 method="wB97M-V/def2-TZVPD" homo_lumo_gap_ev=6.67 de_lowest_kj_mol=717.6 charge=0
C 1.924 1.142 0.392 -0.132
C 0.758 0.961 -0.528 -0.019
H 2.402 2.112 0.212 0.087
H 1.614 1.126 1.438 0.066
H -0.009 1.732 -0.439 0.091
H 1.003 0.794 -1.572 0.087
H -1.931 0.374 -0.376 0.075
H 2.665 0.358 0.248 0.080
N -0.025 -0.771 -0.148 -0.083
N -0.214 -0.988 1.242 -0.005
N -1.646 -0.559 -0.735 -0.281
N -2.486 -1.562 -0.629 -0.174
H 0.202 -1.666 -0.577 0.119
H -0.166 -0.091 1.715 0.054
H -1.210 -1.243 1.321 0.059
H -2.881 -1.718 -1.564 -0.024

=====

24
Properties=species:S:1:pos:R:3:lowdin_charge:R:1 method="wB97M-V/def2-TZVPD" multiplicity=3 homo_lumo_gap_ev="7.39 / 7.38" de_lowest_kj_mol=272.6 charge=+1 s_squared=2.01
C 0.855 1.634 0.618 -0.009
C -0.418 1.207 0.753 0.045
C 1.926 0.937 -0.129 -0.128
C 1.394 -1.371 0.507 -0.120
C -0.082 -1.307 0.926 -0.094
C 1.507 -0.423 -0.717 -0.291
C -0.893 -0.128 0.324 -0.308
C -2.975 0.407 -0.470 0.020
N 0.153 -0.377 -1.342 0.134
O -2.045 -0.622 -0.040 -0.012
H 1.081 2.520 1.007 0.084
H -1.251 1.675 1.345 0.165
H 2.245 1.730 -0.768 0.132
H 2.730 0.823 0.473 0.089
H 2.165 -0.957 1.305 0.162
H 1.534 -2.462 0.180 0.145
H -0.440 -2.305 0.837 0.113
H 0.058 -1.288 2.069 0.162
H 2.250 -0.582 -1.593 0.178
H -3.215 0.468 -1.461 0.077
H -2.713 1.343 -0.208 0.051
H -3.894 0.092 -0.008 0.116
H 0.122 0.325 -2.058 0.144
H -0.095 -1.339 -1.550 0.147